Density functional theory data (ωB97M-V with the def2-TZVPD basis set) for a 15-piece molecular cluster, C13H56N8O15 overall at a distorted geometry.

Element x y z (Å)
O  -1.421  3.663  -2.058
O  -4.347  0.647  -3.586
O  2.882  5.961  2.570
O  0.966  -1.380  0.385
O  1.876  -3.965  -3.648
O  -2.066  0.340  2.739
O  5.351  0.144  2.516
O  0.611  -0.744  -5.642
O  -3.393  -0.133  0.132
O  -3.604  -2.803  1.139
O  -0.454  1.605  4.537
O  0.040  -1.786  2.871
O  -1.129  3.055  0.803
O  1.133  3.047  -3.221
O  3.281  0.715  4.687
N  1.452  5.650  4.359
N  -3.177  -4.712  -0.035
N  0.581  -2.498  -2.469
N  1.814  -0.123  -3.777
N  1.554  4.164  2.614
N  2.094  -3.801  -1.367
N  2.764  -0.144  -5.871
N  -1.464  -3.338  0.614
C  0.655  -2.482  3.935
C  1.548  -3.457  -2.589
C  1.336  -0.068  -0.077
C  -2.078  1.011  -4.185
C  -2.797  -3.585  0.632
C  -3.889  1.396  -5.906
C  2.010  5.310  3.159
C  0.094  0.545  -0.721
C  1.784  0.712  1.149
C  -3.523  1.510  -4.439
C  1.408  -3.668  3.347
C  1.648  -0.307  -5.137
C  -0.396  -2.918  4.977
H  0.758  3.687  2.998
H  1.096  -0.408  -3.147
H  2.505  0.139  1.732
H  -1.359  1.832  -4.261
H  1.860  6.449  4.811
H  -1.070  -2.634  1.219
H  -1.965  0.707  -3.145
H  5.865  0.807  2.994
H  -2.617  0.262  1.944
H  -3.521  -0.935  0.672
H  1.826  -3.327  -0.521
H  -1.833  0.225  -4.894
H  -3.278  -0.470  -0.763
H  -1.947  2.555  0.689
H  1.056  4.898  4.888
H  -4.152  -4.780  -0.267
H  1.024  1.108  1.827
H  -0.657  0.636  0.067
H  -0.843  -3.903  0.065
H  -1.335  3.703  1.489
H  3.859  0.140  4.169
H  2.728  -4.579  -1.369
H  -0.058  -3.746  5.597
H  -1.990  3.142  -1.486
H  2.788  -0.178  -3.544
H  2.220  -3.314  2.712
H  0.498  -1.967  -1.623
H  0.434  -1.225  1.189
H  0.228  2.882  -2.917
H  -0.907  2.187  5.157
H  -1.332  -3.175  4.475
H  0.059  -2.369  -3.325
H  -3.373  2.258  -6.332
H  -0.634  -2.086  5.646
H  3.514  0.418  -5.511
H  -4.962  1.215  -3.117
H  2.396  0.545  4.343
H  -0.298  -0.104  -1.500
H  -3.581  0.454  -6.358
H  -2.625  -5.542  0.075
H  -4.966  1.378  -6.081
H  -0.501  -1.082  3.265
H  2.281  1.631  0.811
H  2.788  -0.480  -6.813
H  2.161  -0.235  -0.775
H  0.633  -4.144  2.736
H  2.108  3.763  1.881
H  0.262  1.575  -1.035
H  -1.147  1.309  3.908
H  1.390  -1.880  4.488
H  -2.630  0.022  3.459
H  1.791  -4.358  4.092
H  1.587  2.200  -3.119
H  5.550  0.305  1.588
H  -3.642  2.498  -3.994
H  -1.186  4.430  -1.524

Values from the calculation:
Highest occupied orbital energy (Eh): -0.354